Here is a single C8H17N2O9PS molecule from the OMol25 dataset. Energies are from ωB97M-V/def2-TZVPD.

Geometry as XYZ:
```
38
Properties=species:S:1:pos:R:3:forces:R:3
C 3.323 -1.326 1.885 0.084 -0.129 -0.312
C 2.695 -0.377 0.883 0.187 0.148 0.391
O 1.372 -0.072 1.351 -0.177 -0.070 -0.037
C 0.540 0.753 0.639 0.126 0.038 0.123
C 0.930 1.085 -0.805 0.227 -0.162 -0.012
O 1.998 2.026 -0.831 -0.068 0.129 -0.041
N 3.063 1.541 -1.727 -0.216 -0.490 0.128
O 3.038 2.099 -2.730 0.189 0.381 -0.216
O 0.434 2.052 1.341 -0.068 0.072 -0.142
S -0.974 2.707 1.003 0.029 0.067 0.078
O -1.634 3.060 2.213 0.086 0.035 0.138
O -0.838 3.660 -0.036 -0.073 0.048 -0.124
O -1.660 1.401 0.409 0.043 -0.143 -0.014
C -0.877 0.223 0.800 -0.226 0.000 0.276
C -1.188 -1.002 -0.054 -0.203 0.252 -0.468
C -2.134 -0.763 -1.248 0.152 -0.218 -0.098
C -1.761 -1.587 -2.507 -0.036 0.241 -0.025
N -1.504 -0.810 -3.721 -0.048 -0.042 0.093
P -1.247 -0.006 2.705 0.194 -0.060 -0.002
O -2.870 0.077 2.579 0.022 0.032 -0.012
O -1.182 -1.642 2.806 0.157 -0.012 -0.183
H 4.061 -1.942 1.371 0.099 0.045 0.052
H 3.826 -0.797 2.689 -0.161 -0.017 0.143
H 2.574 -2.010 2.284 -0.023 0.048 0.092
H 3.271 0.544 0.826 0.029 0.014 -0.204
H 2.650 -0.852 -0.098 -0.109 0.078 -0.068
H 0.071 1.527 -1.309 -0.034 0.021 0.021
H 1.206 0.184 -1.358 -0.015 -0.123 0.104
H -1.599 -1.785 0.576 0.012 -0.047 0.077
H -0.238 -1.387 -0.437 0.036 -0.010 0.109
H -3.145 -1.024 -0.937 -0.077 0.192 0.021
H -2.144 0.288 -1.534 -0.030 0.019 0.046
H -0.860 -2.173 -2.311 -0.077 -0.130 0.031
H -2.569 -2.278 -2.738 0.113 -0.153 -0.017
H -0.857 -0.055 -3.521 -0.003 0.014 -0.077
H -2.360 -0.383 -4.054 0.025 0.042 -0.001
H -3.154 0.977 2.801 -0.007 -0.149 -0.007
H -0.257 -1.933 2.796 -0.158 0.038 0.138
```
Positions in Å, forces in eV/Å.

For the LUMO energy, the calculation gives -0.74 eV. The SMILES is CCO[C@]1(CON=O)OS(=O)(=O)O[C@]1(CCCN)P(O)O. For the max |F|, the calculation gives 0.6 eV/Å.